The following is a quantum chemistry calculation of a 9-piece molecular cluster, C18H57N13O9 overall in a non-equilibrium geometry, from the Open Molecules 2025 dataset.

```
97
Properties=species:S:1:pos:R:3:forces:R:3
C -1.190 5.617 0.808 0.7 -0.8 -0.9
O -0.636 6.026 -0.476 0.1 -0.7 -0.1
C 0.542 5.312 -1.004 -0.1 0.0 1.2
C 0.438 3.767 -0.976 0.1 -0.1 0.1
C 1.790 2.933 -1.223 -0.8 0.1 0.3
N -0.635 3.352 -1.892 0.6 -0.1 -0.2
H -1.517 4.578 0.780 -0.4 0.0 -0.3
H -2.038 6.250 1.069 0.2 0.1 -0.4
H -0.485 5.592 1.639 0.5 0.6 -0.1
H 0.753 5.654 -2.017 -0.7 0.1 -0.1
H 1.377 5.707 -0.424 0.4 -0.4 0.3
H 0.049 3.533 0.015 0.7 -0.2 0.4
H 2.605 3.480 -1.697 -0.1 0.2 -0.1
H 1.637 2.013 -1.787 -0.7 0.4 -0.7
H 2.192 2.434 -0.341 0.0 0.8 0.8
H -1.304 4.103 -1.981 -0.1 0.1 0.0
H -1.100 2.600 -1.403 -0.4 -0.3 -0.3
C 2.772 -0.329 -3.251 -1.4 0.6 1.9
O 2.585 -1.534 -3.895 1.6 -1.8 -1.5
C 3.812 -2.154 -4.342 1.3 0.8 0.0
C 3.705 -3.546 -4.964 -0.2 -0.9 1.8
C 4.895 -4.450 -4.840 0.8 -0.8 1.9
N 3.306 -3.678 -6.316 -1.2 1.8 -1.3
H 3.047 0.592 -3.765 0.0 -0.3 -0.9
H 3.396 -0.357 -2.357 0.7 -0.5 0.0
H 1.781 -0.213 -2.813 -0.1 0.8 0.0
H 4.393 -1.428 -4.910 -0.4 0.2 -1.3
H 4.577 -2.197 -3.567 -0.5 -0.6 1.2
H 2.920 -4.002 -4.361 -0.1 -0.1 0.4
H 5.876 -3.995 -4.970 -0.1 0.1 -0.1
H 4.830 -5.346 -5.458 -0.2 0.5 -0.5
H 4.809 -4.890 -3.846 0.8 0.1 0.5
H 2.467 -4.238 -6.269 -0.2 0.0 -0.7
H 3.003 -2.724 -6.452 -0.7 0.1 -1.5
C 2.174 -3.860 -1.650 -0.1 1.2 -0.4
O 1.359 -3.861 -0.515 -1.0 -0.7 0.0
C 1.981 -3.201 0.538 0.9 -0.9 0.7
C 1.199 -3.462 1.804 0.8 5.6 0.6
C 1.884 -2.767 3.013 0.1 -0.7 -0.3
N 0.914 -4.768 2.065 -0.3 -3.0 -0.1
H 1.703 -4.223 -2.563 -0.5 -0.3 0.5
H 3.104 -4.404 -1.486 0.2 0.1 0.0
H 2.289 -2.788 -1.809 1.0 0.0 -0.7
H 2.983 -3.611 0.662 0.4 -0.7 0.2
H 2.276 -2.164 0.377 -1.0 0.6 -0.3
H 0.291 -2.860 1.766 -0.5 0.1 -0.6
H 1.897 -1.680 2.930 -0.2 0.0 0.0
H 2.911 -3.102 3.154 0.1 -0.2 0.1
H 1.286 -3.126 3.850 0.2 0.4 0.4
H -0.071 -4.816 2.281 0.0 -0.6 0.0
H 1.052 -5.200 1.163 -0.4 -1.0 0.0
N -1.340 3.514 4.215 2.5 2.5 3.9
C -2.302 3.072 3.476 -3.7 -1.0 1.0
N -1.861 2.480 2.444 1.9 -2.0 -5.3
O -3.494 2.977 3.784 -0.6 0.7 0.8
H -1.586 3.863 5.131 0.2 0.1 -0.3
H -0.382 3.539 3.896 -0.2 0.1 0.1
H -2.484 2.150 1.722 -0.2 0.2 -0.2
H -0.881 2.589 2.225 -0.2 -0.3 -0.4
N -2.379 -0.029 3.911 -0.8 3.6 1.1
C -2.650 -0.984 3.063 1.6 -1.2 0.4
N -1.966 -2.073 3.365 0.9 -2.2 0.1
O -3.348 -0.984 2.074 -1.5 0.8 -1.3
H -1.668 -0.022 4.628 -0.3 -0.5 -0.3
H -2.726 0.888 3.671 -0.2 0.1 0.2
H -1.338 -2.025 4.155 -0.2 -0.9 -0.4
H -2.204 -2.859 2.778 0.6 -0.3 0.5
N 3.140 2.968 2.541 1.7 2.2 -0.2
C 1.913 2.422 2.712 3.7 -1.5 -1.0
N 2.062 1.161 3.064 0.5 -2.3 1.2
O 0.914 2.924 2.372 -4.2 2.9 -0.5
H 4.025 2.486 2.609 -0.5 -0.1 0.2
H 3.237 3.899 2.163 -0.4 -0.2 0.0
H 3.040 0.910 3.057 -0.7 -1.1 0.5
H 1.296 0.520 3.215 0.4 0.2 -0.2
N -3.553 -1.348 -0.778 0.5 1.5 1.6
C -3.819 -2.422 -1.511 0.4 0.4 2.0
N -4.259 -2.064 -2.709 -0.4 -0.9 -2.1
O -3.660 -3.534 -1.057 0.3 -1.4 -0.5
H -3.826 -0.427 -1.090 0.3 -0.1 0.3
H -3.256 -1.519 0.172 -0.4 0.3 0.1
H -4.330 -2.900 -3.272 -0.9 0.7 -0.6
H -4.844 -1.240 -2.711 0.0 -0.5 -0.9
N -5.416 0.771 1.569 -0.6 -3.0 2.0
C -5.074 1.764 0.786 1.5 -1.3 0.4
N -6.063 2.542 0.522 -2.7 3.7 -1.8
O -3.965 1.977 0.302 1.1 -0.4 -0.1
H -6.365 0.603 1.872 0.2 0.5 -0.2
H -4.793 0.029 1.856 0.6 0.2 -0.3
H -7.003 2.469 0.886 0.5 0.2 -0.1
H -5.735 3.342 0.001 -0.8 0.2 0.0
C -0.499 -0.147 0.109 0.4 -0.1 0.3
O -1.431 0.856 -0.175 -0.1 0.2 -0.5
H -0.143 0.042 1.121 0.2 -0.5 0.4
H -0.972 -1.123 -0.004 0.3 -0.2 0.2
H 0.374 -0.099 -0.542 -0.1 0.1 -0.3
H -2.271 0.473 0.089 -0.5 0.6 0.0
```
Positions in Å, forces in eV/Å.

Summary:
energy above the lowest of the compared OMol25 structures with the same formula, charge and spin = 94.2 kJ/mol
total charge = 0
HOMO-LUMO gap = 8.508 eV
SMILES = COC[C@H](C)N.COC[C@H](C)N.COC[C@H](C)N.NC(N)=O.NC(N)=O.NC(N)=O.NC(N)=O.NC(N)=O.CO

Let us look at the Mulliken charges, expressed in e, one per atom:
1 C -0.2530
2 O -0.3842
3 C -0.9393
4 C 2.2175
5 C -1.3158
6 N -0.7664
7 H -0.0762
8 H 0.3611
9 H 0.2439
10 H 0.3438
11 H 0.3635
12 H -1.1640
13 H 0.4126
14 H 0.1754
15 H 0.2272
16 H 0.3426
17 H 0.2519
18 C -0.8966
19 O -0.3559
20 C -1.2171
21 C 1.0500
22 C -1.3538
23 N -0.7311
24 H 0.4593
25 H 0.3683
26 H 0.2101
27 H 0.6052
28 H 0.4512
29 H -0.2189
30 H 0.3004
31 H 0.3757
32 H 0.3139
33 H 0.3274
34 H 0.3167
35 C -0.7298
36 O -0.4327
37 C -1.0332
38 C 1.4909
39 C -0.9448
40 N -0.7012
41 H 0.2741
42 H 0.3517
43 H 0.2716
44 H 0.4767
45 H 0.3835
46 H -0.5508
47 H -0.2699
48 H 0.4421
49 H 0.3626
50 H 0.3214
51 H 0.3456
52 N -0.2750
53 C 0.6134
54 N 1.1314
55 O -0.7766
56 H 0.2112
57 H 0.1595
58 H -0.4878
59 H -0.1687
60 N -0.2810
61 C 0.6397
62 N -0.3915
63 O -0.8023
64 H 0.2326
65 H 0.0314
66 H 0.1357
67 H 0.2509
68 N -0.4440
69 C 0.5024
70 N -0.3239
71 O -0.6443
72 H 0.1330
73 H 0.2418
74 H 0.1173
75 H 0.0513
76 N 0.0468
77 C 0.6396
78 N -0.4804
79 O -0.6793
80 H 0.0423
81 H -0.0804
82 H 0.2624
83 H 0.2250
84 N -0.1992
85 C 0.5486
86 N -0.4669
87 O -0.6546
88 H 0.1658
89 H 0.2493
90 H 0.1492
91 H 0.2710
92 C -0.2395
93 O 0.0326
94 H 0.0575
95 H 0.3039
96 H 0.0846
97 H -0.2380

The following is a quantum chemistry calculation of the molecule C11H10F2O in a non-equilibrium geometry, from the Open Molecules 2025 dataset.

```
24
Properties=species:S:1:pos:R:3:forces:R:3
C 3.739 0.195 0.852 -3.6 -3.2 0.9
C 2.443 -0.024 0.631 -0.3 1.1 -0.8
C 1.450 -1.137 0.625 -2.7 -2.0 0.9
O 1.787 -2.580 0.458 0.0 2.9 -0.7
C 0.593 -0.368 -0.554 0.3 0.6 1.6
C -0.885 -0.025 -0.388 1.2 -0.7 -0.9
C -1.349 0.412 0.824 -0.8 -0.9 1.5
C -2.736 0.567 0.979 2.6 1.5 2.1
C -3.530 0.613 -0.118 -2.8 0.8 1.0
C -3.071 0.277 -1.350 0.1 -0.6 -2.5
C -1.725 -0.112 -1.505 0.3 -1.1 -0.4
C 1.507 0.862 -0.274 1.4 0.0 1.6
F 2.318 1.453 -1.202 -1.1 0.0 -0.5
F 0.785 1.903 0.333 1.3 -1.0 -0.6
H 4.092 1.070 0.564 1.9 3.8 -1.1
H 4.308 -0.509 1.379 1.0 -0.9 0.4
H 0.778 -1.250 1.524 0.8 0.8 -0.6
H 2.076 -2.526 -0.456 0.4 -0.9 -0.3
H 0.748 -0.808 -1.505 0.4 -0.4 -1.0
H -0.666 0.465 1.713 -0.9 0.1 -1.0
H -3.000 0.919 1.992 -0.6 -0.4 -0.7
H -4.588 0.948 0.056 1.0 -0.5 -0.5
H -3.823 0.319 -2.184 1.2 -0.2 0.7
H -1.253 -0.665 -2.395 -1.2 1.4 1.0
```
Positions in Å, forces in eV/Å.

Summary:
energy above the lowest of the compared OMol25 structures with the same formula, charge and spin = 0.0 kJ/mol
total charge = 0
HOMO-LUMO gap = 10.128 eV
SMILES = C=C1[C@H](O)[C@@H](c2ccccc2)C1(F)F

Let us look at the Mulliken charges, expressed in e, one per atom:
1 C -1.1106
2 C -0.1064
3 C -0.1400
4 O -0.5455
5 C -0.8920
6 C 0.8280
7 C -0.1451
8 C -0.7481
9 C -0.3140
10 C -0.4867
11 C -0.3681
12 C 1.1784
13 F -0.3435
14 F -0.3056
15 H 0.3828
16 H 0.3344
17 H 0.2244
18 H 0.3975
19 H 0.7846
20 H 0.2700
21 H 0.3056
22 H 0.2950
23 H 0.3019
24 H 0.2030

The following is a quantum chemistry calculation of a 2-piece molecular cluster, C6H16S overall in a non-equilibrium geometry, from the Open Molecules 2025 dataset.

```
23
Properties=species:S:1:pos:R:3:forces:R:3
C 1.775 0.940 0.694 -0.9 0.1 0.3
C 1.608 -0.582 0.878 0.4 0.6 1.1
C 2.953 -1.247 0.580 -0.6 -1.4 0.4
C 1.283 -0.885 2.353 -0.9 -0.8 1.0
H 2.036 1.406 1.644 0.4 0.0 -0.1
H 0.917 1.520 0.338 -0.3 -0.4 0.0
H 2.526 1.123 -0.031 1.0 0.3 -0.6
H 0.777 -0.977 0.302 0.2 -0.1 -0.5
H 3.669 -0.870 1.287 0.7 0.7 -0.1
H 2.917 -2.298 0.907 -0.2 0.0 -0.4
H 3.301 -1.248 -0.451 0.0 0.4 0.0
H 1.212 -0.046 3.042 0.2 0.5 -0.3
H 0.316 -1.383 2.507 0.0 0.0 -0.4
H 1.971 -1.578 2.850 0.2 0.1 -0.4
C -3.132 0.561 0.049 0.8 1.0 0.4
C -1.778 0.003 -0.380 -0.1 -0.3 -1.6
S -1.361 0.578 -2.100 -0.5 0.5 0.2
H -3.930 -0.172 0.044 -0.1 0.1 -0.3
H -3.349 1.459 -0.536 -0.4 -0.3 -0.2
H -3.025 0.964 1.061 -0.2 -0.3 0.1
H -0.957 0.299 0.248 0.1 -0.1 0.4
H -1.838 -1.060 -0.556 0.2 -0.4 0.7
H -0.281 -0.162 -2.352 0.1 -0.2 0.2
```
Positions in Å, forces in eV/Å.

Summary:
energy above the lowest of the compared OMol25 structures with the same formula, charge and spin = 74.4 kJ/mol
total charge = 0
HOMO-LUMO gap = 9.856 eV
SMILES = CC(C)C.CCS

Let us look at the Mulliken charges, expressed in e, one per atom:
1 C -1.2789
2 C 0.9748
3 C -1.7211
4 C -1.3579
5 H 0.3469
6 H 0.3147
7 H 0.3520
8 H 0.1990
9 H 0.4138
10 H 0.4237
11 H 0.3835
12 H 0.3265
13 H 0.3058
14 H 0.3728
15 C -1.0904
16 C 0.1130
17 S -0.2505
18 H 0.2515
19 H 0.3280
20 H 0.3212
21 H -0.2014
22 H 0.3677
23 H 0.1054

Number 1: energy -2108.99145 Eh, LUMO energy -0.05 eV. Number 2: energy -700.03404 Eh, LUMO energy 0.66 eV. Number 3: energy -636.35344 Eh, LUMO energy 0.88 eV.